A 2-piece molecular cluster, C3H10NS overall. Source: the OMol25 dataset; level of theory: ωB97M-V/def2-TZVPD.

Structure (XYZ):
```
15
Properties=species:S:1:pos:R:3:forces:R:3
C 3.035708 -0.544050 -0.554037 -0.5291 -0.6887 -0.5913
S 1.639980 -1.425942 0.247851 0.0044 0.1831 0.2656
H 3.888297 -1.214539 -0.639282 0.2760 -0.0152 0.0635
H 3.362747 0.365226 -0.055729 -0.1028 0.1919 0.0562
H 2.709422 -0.341924 -1.585023 0.3210 0.3774 0.1972
C -2.504713 1.312803 -1.166212 -0.4249 0.1188 0.9126
N -2.225553 1.619929 0.245226 0.1881 0.1827 -0.5483
C -1.781689 0.451076 1.017774 -0.6562 0.2480 0.3358
H -1.610800 1.128535 -1.737793 0.5032 -0.1006 -0.4092
H -3.062832 2.154518 -1.588802 -0.0171 -0.2477 -0.1858
H -3.096005 0.395117 -1.191095 -0.1980 0.2003 -0.1826
H -1.482210 2.309935 0.240073 -0.0864 -0.1090 0.1601
H -0.826234 0.644594 1.485589 0.2873 -0.2486 -0.0038
H -2.521771 0.266804 1.808709 0.1291 -0.1089 -0.0198
H -1.713649 -0.449545 0.410844 0.3055 0.0166 -0.0500
```
Positions in Å, forces in eV/Å.

As for the highest occupied orbital energy: -2.08 eV. Its HOMO-LUMO gap is 5.9349 eV. The charge is -1. For the energy above the lowest of the compared OMol25 structures with the same formula, charge and spin, the calculation gives 132.5 kJ/mol.

Atom charges from the natural (NBO) analysis, given in e for atoms 1 to 8: number 1, C, carries -0.74; number 2, S, carries -0.76; number 3, H, carries 0.17; number 4, H, carries 0.17; number 5, H, carries 0.17; number 6, C, carries -0.41; number 7, N, carries -0.64; number 8, C, carries -0.42

=====

A 2-piece molecular cluster, C3H10NS overall. Source: the OMol25 dataset; level of theory: ωB97M-V/def2-TZVPD.

Structure (XYZ):
```
15
Properties=species:S:1:pos:R:3:forces:R:3
C 1.301813 0.607408 -1.331792 1.2476 0.3381 -0.4017
N 2.283860 0.118637 -2.037973 0.2746 4.3153 6.0472
H 1.448578 1.220860 -0.445949 0.7032 -0.0494 -0.1431
H 0.254620 0.550818 -1.558893 -0.3261 -0.8987 -0.6970
H 2.042649 -0.486045 -2.716655 -0.1532 -2.5879 -3.4507
H 3.260792 0.389297 -1.664569 -1.7386 -1.2086 -1.4270
C -0.850879 0.733000 1.164663 1.6973 2.4186 1.5219
C -1.003628 -0.718449 1.204910 -1.9841 -1.4966 0.3201
S -2.423612 -1.189725 0.097177 0.6488 -0.2739 0.2515
H -1.633178 1.257218 1.718069 -0.2485 -0.2698 -0.2216
H -0.833064 1.191005 0.193777 -0.0320 0.1464 -0.6864
H 0.071208 1.088066 1.729160 -0.7364 -0.5248 -0.7102
H -0.165278 -1.360851 0.905948 -0.0270 0.4444 0.4511
H -1.440510 -0.946740 2.201472 1.0662 -0.3432 -0.4843
H -2.313371 -2.454500 0.540656 -0.3918 -0.0101 -0.3698
```
Positions in Å, forces in eV/Å.

As for the highest occupied orbital energy: -12.12 eV. Its HOMO-LUMO gap is 5.9921 eV. The charge is +1. For the energy above the lowest of the compared OMol25 structures with the same formula, charge and spin, the calculation gives 223.4 kJ/mol.

Atom charges from the natural (NBO) analysis, given in e for atoms 1 to 8: number 1, C, carries 0.17; number 2, N, carries -0.57; number 3, H, carries 0.24; number 4, H, carries 0.24; number 5, H, carries 0.44; number 6, H, carries 0.47; number 7, C, carries -0.64; number 8, C, carries -0.51

=====

A 2-piece molecular cluster, C3H10NS2 overall. Source: the OMol25 dataset; level of theory: ωB97M-V/def2-TZVPD.

Structure (XYZ):
```
16
Properties=species:S:1:pos:R:3:forces:R:3
C 1.082904 -0.659037 -1.498575 -1.1138 1.3268 0.9616
C -0.617878 -1.316107 1.624713 -1.5310 -3.1453 1.1531
C 0.489530 0.725372 -1.250549 0.9388 0.7628 0.5977
N -0.516619 0.071614 1.338497 -0.2095 1.2494 -0.8034
S -1.014199 0.889585 -1.896540 -1.2302 2.6198 0.5404
S 1.469203 2.045818 -0.582465 -0.5477 -1.3279 -0.2174
H 0.791902 -1.250157 -0.589452 1.0993 0.5120 -0.4598
H 0.464709 -1.114574 -2.268251 0.5226 -0.1117 -0.4867
H 2.132737 -0.486114 -1.742818 -0.0435 -0.8845 0.1861
H -1.686101 -1.671242 1.927396 1.4617 1.0286 -0.7871
H -0.403395 -1.980071 0.707415 0.1162 0.8426 1.4535
H -0.093408 -1.669011 2.556534 0.2197 0.3921 -1.2876
H 0.058301 0.680123 1.886908 0.9725 -0.5967 0.6306
H -1.393605 0.526436 1.451168 -1.0539 0.1217 -0.2457
H -1.272872 2.282123 -1.489823 0.3066 -2.2828 -0.7452
H 0.508791 2.925239 -0.174157 0.0921 -0.5069 -0.4900
```
Positions in Å, forces in eV/Å.

As for the highest occupied orbital energy: -13.34 eV. Its HOMO-LUMO gap is 7.7960 eV. The charge is +1. For the energy above the lowest of the compared OMol25 structures with the same formula, charge and spin, the calculation gives 248.2 kJ/mol.

Atom charges from the natural (NBO) analysis, given in e for atoms 1 to 8: number 1, C, carries -0.70; number 2, C, carries -0.44; number 3, C, carries -0.14; number 4, N, carries -0.87; number 5, S, carries 0.38; number 6, S, carries 0.25; number 7, H, carries 0.30; number 8, H, carries 0.25

=====

Among the records above, which one has the lowest charge? number 1